[1]
This record from OMol25 describes C46H60N7O3OsSSb as an isolated structure. The level of theory is the ωB97M-V functional and the def2-TZVPD basis.

```
! RIJCOSX wB97M-V def2-TZVPD def2/J DEFGRID3
* xyz 2 1
Os -0.88456 0.35787 -0.32149
N 0.65726 -1.15664 -0.51991
C 1.63519 -1.07563 0.59294
C 2.53574 -2.30020 0.69688
C 1.81291 -3.62062 1.03407
C 2.52008 -4.42268 2.12409
N 2.50073 -3.65100 3.36065
C 3.05404 -4.01991 4.49812
N 3.68302 -5.19123 4.61495
N 2.97078 -3.20418 5.55521
C 0.84939 -0.72992 1.87107
O 1.25233 -1.10084 2.97728
O -0.17937 -0.00525 1.68531
H 0.18243 -2.05789 -0.50080
H 1.13929 -1.09990 -1.41496
H 2.24914 -0.19436 0.38806
H 3.29015 -2.07554 1.45347
H 3.08291 -2.40474 -0.24255
H 1.74215 -4.25767 0.15247
H 0.78566 -3.43291 1.36595
H 3.55351 -4.62229 1.82213
H 2.01190 -5.37925 2.27089
H 2.07422 -2.71102 3.30681
H 3.74314 -5.82636 3.83896
H 4.06799 -5.49270 5.49312
H 2.53304 -2.30297 5.45729
H 3.44110 -3.41178 6.41829
C 0.33696 0.63843 -3.82055
C -0.42317 -0.61063 -4.25076
C 0.22554 -1.88216 -3.69151
C -1.92132 -0.66913 -3.99891
C -2.71469 -0.97211 -5.09271
C -4.05985 -1.27871 -4.95649
C -4.61790 -1.36423 -3.69671
C -3.88124 -1.08453 -2.55057
C -4.60730 -1.23883 -1.22836
C -5.17766 0.09171 -0.74130
C -3.83968 -1.98978 -0.13891
C -2.54343 -0.66035 -2.71960
N -1.85631 -0.21249 -1.60427
H 1.33151 0.63034 -4.26943
H 0.45764 0.68789 -2.73941
H -0.16554 1.54678 -4.15603
H -0.32313 -0.66210 -5.33721
H 0.01250 -1.99168 -2.62368
H 1.30631 -1.86867 -3.84219
H -0.17382 -2.77181 -4.17860
H -2.26099 -0.99312 -6.07526
H -4.65857 -1.48913 -5.83212
H -5.65377 -1.65859 -3.58729
H -5.46351 -1.87191 -1.47663
H -5.76070 -0.06411 0.16615
H -4.38377 0.80648 -0.52667
H -5.83470 0.53254 -1.49192
H -3.00136 -1.41301 0.25835
H -3.46586 -2.94414 -0.51592
H -4.51679 -2.20436 0.69039
C -0.19498 5.33126 -5.08151
C -0.29148 6.20936 -3.84396
N -0.21786 5.43380 -2.60085
C -1.44085 5.29538 -1.81629
C -2.49330 4.39358 -2.44572
C 1.01486 5.04683 -2.20084
O 2.04452 5.38777 -2.75596
C 1.13226 4.12645 -1.01379
C 1.95388 4.45182 0.05580
C 2.07711 3.54403 1.08954
C 1.41388 2.33126 1.01181
N 0.67792 1.97361 -0.04777
C 0.53748 2.88274 -1.02943
H -0.25047 5.94331 -5.98109
H -1.00736 4.60394 -5.11567
H 0.75629 4.80085 -5.09380
H -1.23405 6.75712 -3.82444
H 0.51970 6.93710 -3.83920
H -1.86132 6.29761 -1.69198
H -1.18598 4.94936 -0.81493
H -2.83555 4.79235 -3.40102
H -3.35804 4.31850 -1.78595
H -2.11713 3.38487 -2.62076
H 2.47077 5.40252 0.06847
H 2.68089 3.76124 1.95916
H 1.48170 1.62697 1.82847
H -0.08400 2.59019 -1.85998
S -2.28773 2.05667 0.53314
Sb -2.85685 1.34861 2.68437
C -1.39913 1.99101 4.04522
C -1.19149 1.30319 5.23465
C -0.27489 1.79288 6.15478
C 0.42424 2.96114 5.88616
C 0.20997 3.64649 4.69758
C -0.70370 3.16306 3.77241
C -3.33282 -0.65112 3.11516
C -2.35397 -1.59131 3.42416
C -2.73409 -2.88630 3.74337
C -4.07695 -3.24097 3.75922
C -5.04983 -2.29690 3.46755
C -4.68013 -0.99770 3.14817
C -4.60679 2.41385 3.11366
C -5.16797 3.25808 2.16299
C -6.31116 3.97834 2.48056
C -6.88530 3.85193 3.73680
C -6.32266 3.00654 4.68425
C -5.17972 2.28553 4.37635
H -1.73934 0.39424 5.45445
H -0.11884 1.26987 7.08892
H 1.12817 3.34757 6.61092
H 0.74290 4.56736 4.49914
H -0.87330 3.70170 2.84655
H -1.30957 -1.31609 3.43125
H -1.97967 -3.62154 3.99305
H -4.36645 -4.25223 4.01184
H -6.09684 -2.56685 3.49348
H -5.44569 -0.26162 2.93474
H -4.72797 3.35103 1.17740
H -6.75319 4.63712 1.74575
H -7.77608 4.41449 3.98042
H -6.77291 2.91017 5.66251
H -4.74532 1.63026 5.12320
*
```

The electronic energy is -85079.2240 eV. The value obtained for the frontier orbital gap is 0.268 Ha. The value obtained for the energy relative to the best compared isomer or geometry (same formula, charge and spin) is 0.1204 eV.

These are the Löwdin partial charges, in e, on atoms 1 to 4:
1 Os 1.1574
2 N -0.0344
3 C -0.2609
4 C -0.1246


[2]
This record from OMol25 describes C46H61F3N3O2PrS as an isolated structure in a non-equilibrium geometry. The level of theory is the ωB97M-V functional and the def2-TZVPD basis.

```
! RIJCOSX wB97M-V def2-TZVPD def2/J DEFGRID3
* xyz 0 3
Pr -0.53954 0.44832 1.67954
C -2.89553 0.64934 4.16515
N -2.03384 -0.47827 3.78842
C -1.32742 -0.94012 4.98197
C -2.82630 -1.57398 3.22016
C -1.99196 -2.46330 2.28455
N -1.55446 -1.76712 1.06623
C -0.50572 -2.57446 0.40616
C 0.07976 -2.08887 -0.90780
C 0.19149 -3.01268 -1.93453
C 0.91634 -2.75197 -3.08877
C 1.56345 -1.52398 -3.15380
C 1.50637 -0.56529 -2.15523
C 0.68225 -0.80205 -1.02256
O 0.51884 0.08310 -0.08615
C 2.27605 0.74609 -2.34723
C 1.38780 1.65560 -3.20419
C 3.60616 0.51325 -3.08264
C 2.63558 1.48375 -1.04696
C 1.02666 -3.81315 -4.18013
C 1.74591 -5.05014 -3.61900
C 1.82021 -3.32573 -5.39692
C -0.37357 -4.20893 -4.66939
C -2.68717 -1.59627 0.13116
C -2.45684 -0.45046 -0.81644
C -2.50935 -0.64022 -2.17999
C -2.39930 0.43016 -3.05272
C -2.11377 1.67287 -2.49424
C -2.01942 1.91383 -1.12794
C -2.30184 0.83880 -0.23836
O -2.48111 0.96936 1.05553
C -1.76411 3.34868 -0.65021
C -3.08687 4.11675 -0.78635
C -1.28966 3.45036 0.81019
C -0.66411 4.03277 -1.47623
C -2.62868 0.28632 -4.54878
C -3.74227 1.25887 -4.96398
C -3.07051 -1.12899 -4.92878
C -1.33840 0.59718 -5.31453
H -3.57361 0.37664 4.98676
H -3.47530 0.96615 3.29775
H -2.26947 1.48482 4.48350
H -2.03083 -1.25751 5.76980
H -0.70687 -0.13030 5.36487
H -0.67794 -1.78264 4.74100
H -3.65375 -1.13684 2.65897
H -3.26180 -2.20821 4.01162
H -2.58829 -3.35528 2.02112
H -1.09964 -2.80236 2.82868
H -0.89882 -3.59107 0.22527
H 0.32505 -2.66947 1.12475
H -0.27593 -3.98322 -1.81815
H 2.16365 -1.31042 -4.01885
H 1.31771 1.25447 -4.21159
H 1.78873 2.66739 -3.26061
H 0.38812 1.68707 -2.77990
H 3.45077 0.22356 -4.11790
H 4.18908 -0.25855 -2.58427
H 4.19065 1.43193 -3.09027
H 1.75105 1.82979 -0.51394
H 3.24590 2.35616 -1.28728
H 3.20629 0.84197 -0.37749
H 2.72565 -4.77109 -3.23862
H 1.87932 -5.79453 -4.40189
H 1.18719 -5.50995 -2.80838
H 2.85436 -3.11958 -5.13088
H 1.37624 -2.42653 -5.81746
H 1.82174 -4.09248 -6.17107
H -0.98884 -4.58592 -3.85701
H -0.31200 -4.98180 -5.43525
H -0.87029 -3.34212 -5.09984
H -3.58902 -1.37828 0.71225
H -2.86319 -2.52796 -0.42606
H -2.66696 -1.64317 -2.54288
H -1.99265 2.50967 -3.16646
H -3.84558 3.65340 -0.15964
H -3.43455 4.09317 -1.81558
H -2.96567 5.15449 -0.48273
H -2.05180 3.07820 1.49794
H -1.09660 4.49609 1.05369
H -0.34148 2.89114 0.94212
H -0.89964 4.07456 -2.53429
H 0.27368 3.49620 -1.35310
H -0.52318 5.05471 -1.12716
H -4.62514 1.09690 -4.34887
H -4.01218 1.09952 -6.00564
H -3.43305 2.29336 -4.84341
H -4.01394 -1.38645 -4.45291
H -2.31667 -1.85572 -4.64026
H -3.20438 -1.18938 -6.00675
H -0.99986 1.60938 -5.11384
H -1.49792 0.49101 -6.38671
H -0.55564 -0.09325 -5.00702
S 4.46368 -0.65058 2.93218
C 4.13591 -1.36657 1.40762
C 2.79692 -1.43677 1.20035
N 2.02892 -0.93688 2.20621
C 2.76905 -0.50654 3.17770
H 4.92814 -1.68584 0.76396
H 2.33310 -1.82782 0.31330
H 2.37560 -0.07392 4.07603
F 3.45914 2.13119 10.56327
C 4.13258 2.29960 9.41646
F 4.74559 3.49581 9.51829
F 5.12263 1.38226 9.42852
C 3.28390 2.19766 8.18805
C 1.91297 1.99950 8.27293
C 1.16596 1.90138 7.11669
C 1.77147 2.00063 5.85956
C 3.15690 2.20063 5.79498
C 3.90558 2.29963 6.94730
C 1.02737 1.82788 4.65859
C 0.45799 1.60219 3.60143
H 1.43819 1.91646 9.23885
H 0.10018 1.74220 7.18456
H 3.63708 2.27191 4.83041
H 4.97333 2.44887 6.90138
*
```

The electronic energy is -90316.5479 eV. The value obtained for the frontier orbital gap (alpha / beta) is 0.282 / 0.283 Ha.

These are the Löwdin partial charges, in e, on atoms 1 to 4:
1 Pr 1.0778
2 C -0.0724
3 N -0.3162
4 C -0.0750


The lowest electronic energy belongs to which entry? C46H61F3N3O2PrS